(1)
Molecular formula: C22H37F5OReSi
Method: DFT, wB97M-V/def2-TZVPD

Computed properties:
Lowest unoccupied orbital energy (alpha / beta) ... -0.214 / -0.829 eV
HOMO-LUMO gap (alpha / beta) ... 0.2971 / 0.2937 Ha
Spin multiplicity ... 4
Energy above the lowest of the compared OMol25 structures with the same formula, charge and spin ... 1.6 kcal per mole
Expectation value of S² ... 3.79

Structure (XYZ):
```
67
Properties=species:S:1:pos:R:3:forces:R:3:lowdin_charge:R:1
C 1.4033 0.3128 2.5436 -0.33 -0.09 -0.26 -0.2200
C -2.0004 -1.7864 -2.7705 -0.04 -0.09 0.04 -0.0842
C 1.4969 -0.3981 -1.7276 0.03 -0.08 -0.07 -0.6117
O -1.6836 0.2140 1.8772 -0.05 -0.13 0.52 -0.5050
F 1.1347 -4.8212 2.9073 0.01 -0.08 0.04 0.1650
C -1.3320 -1.8831 -1.3904 -0.07 -0.13 0.04 -0.6149
H -2.9068 -3.0624 -0.4660 0.00 0.06 -0.06 0.0935
H -3.0851 -0.8533 3.0059 -0.01 -0.10 -0.05 0.0743
C 1.3747 1.8026 2.3582 0.04 -0.10 0.13 -0.3029
H 0.7872 -0.0323 -3.7849 -0.01 0.02 0.02 0.0663
C -1.1939 1.3018 -1.2547 -0.05 0.09 0.07 -0.5982
C -2.4306 -2.0845 -0.3275 -0.06 -0.07 -0.04 -0.1057
H 3.3966 -1.4009 -1.4892 -0.05 -0.01 0.00 0.0907
Re -0.0829 -0.8399 1.5812 -0.07 0.53 0.04 1.4099
H -3.2912 0.8982 2.9583 -0.03 0.07 -0.04 0.0816
H 3.2945 4.3260 1.1361 -0.01 -0.01 0.01 0.1037
F -0.4941 -4.1495 1.6505 -0.08 -0.07 0.09 0.1196
H -0.1505 1.9013 -3.1022 0.13 0.00 0.00 0.0607
C -0.4766 -3.1556 -1.3875 0.00 -0.05 -0.05 -0.1067
H 0.1785 -3.2100 -2.2552 0.04 0.02 -0.04 0.0728
C 2.4570 2.4603 1.7807 0.02 0.00 -0.15 -0.0692
H 3.3149 1.8810 1.4537 -0.02 0.04 0.04 0.1119
C -1.1523 1.6721 -2.7490 -0.08 0.04 0.05 -0.0896
H -3.2397 0.5315 -1.4939 -0.02 -0.04 -0.05 0.0612
H -3.2006 -1.3176 -0.3717 0.01 0.03 0.06 0.0695
C 2.4464 3.8383 1.6010 0.01 -0.06 -0.02 -0.0802
C 1.4327 -0.7169 -3.2337 0.07 0.04 0.06 -0.0860
H 1.1499 0.0521 3.5802 0.04 0.00 0.09 0.0811
H 2.0279 -2.4675 -1.1835 0.03 0.03 0.02 0.0609
H -0.5566 2.0762 3.2485 0.04 0.05 0.00 0.0993
F 0.7506 -2.4059 3.5666 0.04 -0.03 0.00 -0.0336
Si -0.2531 -0.3533 -0.9075 0.12 0.01 -0.09 0.7882
H 0.1475 -3.2396 -0.5033 -0.06 0.02 -0.04 0.0276
H -2.8136 0.9272 0.1807 0.02 0.03 -0.10 0.0545
H 2.2434 1.2908 -0.5417 -0.01 0.01 0.10 0.0507
H -2.7349 -0.9857 -2.8323 -0.01 0.05 0.02 0.0611
H -1.2122 3.3635 -0.6193 0.05 -0.04 0.01 0.0928
C 0.2962 2.5708 2.7968 0.01 0.06 0.12 -0.0800
H -1.2704 -1.6389 -3.5683 0.01 0.00 0.02 0.0718
H -3.1265 2.2091 -0.9928 0.02 -0.04 -0.02 0.0881
H -1.5684 0.8938 -3.3913 0.01 -0.01 0.02 0.0674
H -0.5729 4.5206 2.9593 0.01 -0.01 0.00 0.1058
H -2.5272 -2.7268 -2.9809 0.03 0.06 0.02 0.0911
H 1.3415 5.6586 1.8721 0.00 -0.02 0.00 0.1008
C 2.2196 0.9454 -1.5732 0.09 -0.03 -0.03 -0.0978
H -1.1276 -4.0379 -1.4128 0.03 0.05 -0.02 0.0960
H 0.4202 2.7125 -0.7302 0.03 -0.02 0.03 0.0662
C -2.6786 1.2164 -0.8607 -0.05 0.05 0.01 -0.1026
H 2.4403 -0.6251 -3.6582 -0.04 -0.01 0.02 0.0890
H -0.6157 2.2670 0.6274 -0.08 -0.01 -0.18 0.0429
H 3.2582 0.8244 -1.9068 -0.06 0.02 0.02 0.0905
C -2.5515 0.0991 3.0023 0.13 0.06 -0.26 -0.1759
H -2.0576 -2.0931 0.7096 0.03 -0.09 -0.06 0.0322
C 0.8225 -4.0100 1.8973 0.05 0.27 0.07 -0.6137
H 2.4997 -1.2739 0.0229 0.01 0.05 -0.04 0.0494
C 1.3539 4.5853 2.0134 -0.01 -0.01 0.05 -0.0895
H -1.7587 2.5747 -2.8976 0.04 -0.05 0.00 0.0889
F 1.4961 -4.4249 0.8227 0.03 -0.04 -0.11 0.1482
H -2.0127 0.1901 3.9483 0.09 0.01 0.04 0.0713
C -0.6016 2.4682 -0.4431 -0.05 -0.06 -0.12 -0.0934
C 2.3923 -1.4496 -1.0499 0.02 -0.04 -0.05 -0.1040
H 2.3861 -0.1052 2.3348 0.09 0.05 -0.01 0.0609
H 1.7794 1.7319 -2.1799 -0.09 0.09 -0.05 0.0672
C 1.1391 -2.5328 2.2104 -0.03 -0.13 -0.04 -0.4644
F 2.5015 -2.4501 2.1990 0.08 -0.03 0.14 0.0252
C 0.2821 3.9461 2.6252 0.04 -0.07 0.04 -0.0826
H 1.0946 -1.7317 -3.4335 -0.04 -0.06 0.02 0.0621
```
Positions in Å, forces in eV/Å.



(2)
Molecular formula: C22H37HgO3Si
Method: DFT, wB97M-V/def2-TZVPD

Computed properties:
Lowest unoccupied orbital energy ... 1.823 eV
HOMO-LUMO gap ... 0.1553 Ha
Net charge ... -1

Structure (XYZ):
```
64
Properties=species:S:1:pos:R:3:forces:R:3:lowdin_charge:R:1
H -1.8176 0.7431 -4.2517 -0.23 0.13 0.16 0.0673
H 2.9269 -0.5526 6.9240 -0.14 0.11 -0.08 0.0144
H 1.2218 2.4461 -4.6528 0.42 -0.52 0.28 0.0957
H 1.9942 -1.2416 -0.4468 0.12 -0.33 0.64 0.0934
Si 1.1995 0.6660 5.5073 -1.48 -0.04 0.28 0.2842
H 2.4584 -2.1769 -5.2949 0.17 -0.15 0.04 0.0798
H 1.9000 0.9214 -7.1098 -0.40 0.01 0.15 0.1064
C 1.9019 -1.6870 0.5577 0.13 1.50 0.68 -0.3432
H 0.2094 1.2593 -6.4958 0.48 -0.13 0.03 0.1169
H -0.0581 -1.4943 4.9159 -0.01 0.08 0.14 0.0066
H -1.1504 -0.1912 5.4186 0.45 -0.29 -0.04 0.0144
O 1.6383 0.3445 -4.1636 0.10 0.94 -1.67 -0.1017
C -2.3673 0.6053 -2.1099 0.71 -0.63 0.43 -0.1858
O 1.9219 0.8088 4.0478 0.25 -0.45 -1.01 -0.5666
C 0.7891 -3.0552 2.0611 -0.34 1.04 -0.94 -0.1239
H 0.3725 3.1186 5.6010 -0.03 -0.12 0.13 0.0146
C -0.1719 -0.6623 5.6239 0.20 -0.22 -0.08 -0.1866
H -1.8414 -0.3769 -2.0728 -0.37 0.43 -0.20 0.1230
H 0.0583 1.7198 -3.1893 -0.61 0.36 -0.11 0.0756
C 1.2283 0.9221 -6.2412 -0.21 -0.49 0.42 -0.0838
H 3.1084 1.1794 7.1538 -0.30 -0.13 -0.13 0.0173
H -0.8493 3.2197 -3.5538 -0.04 0.02 0.26 0.1049
C -3.8568 -0.1510 0.9328 0.55 0.05 0.34 -0.2220
H 2.6261 -4.1631 2.6884 0.02 0.15 0.31 0.0870
C 2.3983 -1.2838 -5.9129 0.05 -0.04 0.30 -0.0341
H 2.1892 -1.5905 -6.9477 -0.01 0.09 0.26 0.0900
C -2.4100 0.4361 2.6291 -0.06 -0.32 -0.54 -0.2094
C -3.5182 -1.3320 1.6602 0.14 0.53 0.13 -0.2230
H -0.2200 -1.0881 6.6434 0.06 0.13 -0.33 0.0229
H -4.5221 -0.0960 0.0611 0.27 -0.04 0.41 0.0530
H -0.3410 -1.6875 -6.0867 0.14 0.14 0.15 0.0944
C -3.1367 0.9337 1.5094 -0.45 -0.72 0.76 -0.2226
Hg 1.9396 -0.1173 2.0776 -0.36 0.62 2.21 1.2447
H -3.4430 0.4155 -2.0117 0.31 0.11 0.33 0.1051
H 3.3711 -0.7720 -5.8876 -0.30 -0.06 -0.01 0.0901
C 2.3576 0.3847 7.0043 0.55 -0.02 -0.29 -0.2027
H -1.3244 3.3951 -1.1612 0.02 -0.35 0.14 0.1117
H -0.8126 -0.5328 -4.8030 0.29 -0.13 -0.27 0.0487
C -0.0072 -1.1687 -5.1782 0.05 0.06 0.12 -0.0109
C 1.2762 -0.3905 -5.3955 -0.10 0.28 -0.58 -0.5511
H -1.7493 1.0202 3.2775 -0.26 -0.15 -0.16 0.0462
C -2.0623 1.3748 -3.3989 0.10 0.77 0.73 -0.1585
C 2.8769 -2.5001 1.2774 0.30 -1.09 -0.06 -0.2197
C 0.0847 2.1474 6.0233 0.42 0.13 -0.25 -0.1897
H -2.9284 1.9877 -3.6483 -0.05 0.03 -0.15 0.1050
H -0.3343 -1.5377 0.8623 -0.20 -0.05 0.04 0.0866
H -0.0266 -3.6456 2.4627 0.15 0.40 0.40 0.0998
C 0.6039 -1.9722 1.1722 -0.17 -2.06 0.04 -0.2237
H -0.9570 1.9388 5.7368 0.37 0.14 -0.04 0.0134
H -2.2192 -1.6240 3.4721 -0.01 -0.10 -0.05 0.0423
H 0.0413 2.2177 -1.0086 -0.67 0.26 -0.20 0.1168
H 0.1796 -1.9060 -4.3973 -0.01 -0.17 -0.02 0.0921
H -3.8968 -2.3301 1.4617 0.00 0.06 0.03 0.0434
H -3.1969 1.9757 1.2130 0.08 -0.16 -0.06 0.0570
H 0.1098 2.2245 7.1188 0.01 0.05 -0.13 0.0145
H 1.7686 0.3125 7.9294 -0.04 0.08 -0.28 0.0187
C -0.8779 2.2812 -2.9937 0.72 -1.18 -0.15 -0.1729
H 2.8673 1.8401 -5.0883 -0.20 -0.05 0.19 0.1138
H 3.9515 -2.5456 1.0484 -0.68 0.06 0.17 0.0869
C -0.9586 2.4023 -1.4679 -0.37 -0.46 0.43 -0.1725
C -2.6308 -0.9738 2.7108 -0.27 0.66 -0.53 -0.2334
O -1.8686 1.3676 -0.9819 0.35 0.88 -1.76 -0.1616
C 2.1774 -3.3373 2.1589 0.40 0.41 -1.35 -0.1436
C 1.8068 1.5738 -4.9909 -0.03 -0.05 0.34 -0.1555
```
Positions in Å, forces in eV/Å.



(3)
Molecular formula: C22H37NO15
Method: DFT, wB97M-V/def2-TZVPD

Computed properties:
Lowest unoccupied orbital energy ... 0.382 eV
HOMO-LUMO gap ... 0.3557 Ha
Energy above the lowest of the compared OMol25 structures with the same formula, charge and spin ... 0.0 kcal per mole

Structure (XYZ):
```
75
Properties=species:S:1:pos:R:3:forces:R:3:lowdin_charge:R:1
O -6.7803 0.6266 -6.0746 0.44 -0.03 -0.33 0.0638
O -6.2794 1.6281 2.0970 0.31 -0.95 0.16 -0.1078
C -5.1886 0.7446 1.7280 0.49 -0.48 -0.62 -0.2387
H 6.0201 3.5835 -2.0009 0.01 0.02 0.24 0.1425
C -4.3493 1.2695 0.4603 -0.04 0.21 0.03 -0.0988
O -4.1351 -0.8815 -0.8248 0.02 -1.87 1.96 -0.0873
H -3.7096 2.1954 0.7226 -0.94 -1.49 -0.23 0.1220
H 2.0684 -4.1323 -0.1273 0.01 0.09 -0.12 0.1605
C -5.2671 -0.1807 -4.5701 0.27 -0.76 0.83 -0.3396
C -4.2281 -2.0944 -0.1045 -2.70 -1.86 1.33 -0.2572
H 4.5819 -2.9352 -1.4232 -0.06 -0.03 0.17 0.1420
H -4.9136 -2.3112 -4.4742 -0.19 0.15 -0.03 0.0949
H -4.9655 0.7143 -4.0147 -0.10 0.00 -0.07 0.1601
H 5.0271 1.4592 5.2568 -0.04 -0.06 -0.11 0.1621
H 2.8919 2.6497 6.0920 0.08 -0.07 -0.06 0.0911
H -3.2995 -2.7690 0.0147 -0.95 1.53 -0.49 0.1588
C 2.9045 -3.4243 -0.1170 0.71 -0.73 0.81 -0.3385
O 2.3741 -2.1111 0.0522 -0.28 0.46 -0.83 0.0807
H -5.6231 -0.2749 1.4359 0.73 1.28 0.53 0.1180
H 3.9475 0.6799 -2.2293 0.10 0.16 -0.01 0.0822
C -1.1544 0.7389 1.2105 0.12 -1.15 -1.03 -0.2440
O 2.7380 -2.3940 -2.1468 -0.28 0.54 0.29 0.0645
O -4.6715 -0.1230 -5.8648 -0.49 0.40 -0.47 0.0860
O 3.5258 2.4136 -0.3454 0.48 0.37 0.81 0.1000
H 3.6287 3.7072 -1.9337 0.09 -0.01 0.09 0.1616
O 4.4822 -2.0640 3.8735 -0.11 0.71 0.13 0.1425
H 4.4233 -4.6762 0.7867 -0.10 0.03 -0.07 0.0923
C 4.0585 2.7485 -1.6229 -0.18 -0.51 -1.10 -0.3380
H 0.4287 0.6374 2.5963 -0.03 -0.47 -0.70 0.0448
H 2.2289 1.0307 6.4201 0.05 0.07 -0.20 0.0922
H -2.8008 -0.5516 1.9528 0.83 -0.28 -1.71 0.1213
C 2.1876 -1.5924 -1.1928 -0.34 0.52 0.02 -0.5402
H -1.5567 1.6357 1.7829 0.55 -1.31 -0.59 0.1143
H -4.4885 0.6508 2.6236 -0.80 -0.07 -1.16 0.1178
H 4.2888 1.8096 -3.5614 0.01 0.10 0.09 0.0933
C 4.3900 2.8956 0.5862 -0.20 -0.06 0.37 -0.5039
O 1.6177 -0.5635 -1.4167 0.23 -0.62 0.13 0.1408
H -5.4195 -1.5856 -2.9300 0.04 0.12 -0.08 0.0821
C 3.1494 1.6095 6.3029 0.11 -0.24 0.45 -0.0224
O 4.1683 2.9124 1.7631 0.33 0.46 -1.12 0.1346
C 3.8657 -3.7620 1.0029 -0.20 0.18 0.38 -0.0190
O -5.3427 0.8137 -7.8155 -0.17 -0.21 0.80 0.1570
O 5.5369 3.3477 0.0079 -0.50 -0.20 0.50 0.0747
H 2.3373 1.0691 3.8289 0.03 -0.07 0.21 0.1290
C -4.8287 -1.4282 -3.8343 0.45 -0.16 -0.14 -0.0251
H -6.8159 1.1265 2.7559 0.61 0.66 -0.80 0.0967
H -5.0475 1.6299 -0.3870 0.95 -0.81 1.37 0.1293
H 3.5750 -4.2900 -1.9853 -0.10 0.20 -0.09 0.1423
C -6.7333 -0.1600 -4.8905 -0.56 0.11 0.38 -0.1099
C 4.0220 1.0252 5.2128 -0.53 0.62 0.62 -0.3338
H 2.6625 1.6855 -2.8660 0.13 -0.03 -0.01 0.0891
N -0.0654 0.0056 1.9577 -0.86 1.00 -0.22 -0.0163
C -2.2923 -0.3957 0.9282 0.15 1.32 0.60 -0.1439
C 3.4295 1.1514 3.8413 -0.04 0.90 -0.21 -0.1190
H -2.7501 0.6857 -0.9589 -0.98 -1.04 1.09 0.1530
H 3.3212 -3.9017 1.9399 0.12 -0.01 -0.09 0.0874
H 3.6673 1.5687 7.2648 -0.03 0.09 -0.09 0.0848
H 4.5721 -2.9451 1.1732 -0.07 -0.08 -0.12 0.0895
H 3.7193 2.0809 3.3456 -0.15 -0.61 0.23 0.0990
C 3.7298 1.6721 -2.6329 -0.45 -0.13 0.01 -0.0177
H -1.6977 -1.3178 0.5925 -1.13 1.32 0.45 0.1166
H 0.5671 -0.4632 1.2968 -0.18 0.60 0.53 0.0525
O 3.9758 0.0269 3.1617 0.17 -0.65 0.38 0.0693
C 5.5256 2.8745 -1.3347 0.52 0.24 -0.39 -0.1056
H 6.0607 1.9201 -1.3712 -0.16 -0.02 -0.05 0.1429
C 4.2252 -0.9177 4.1102 0.12 -0.62 -0.12 -0.5308
H -7.1446 -1.1498 -5.1133 0.16 -0.02 0.07 0.1420
C -5.5752 0.4733 -6.6931 0.26 0.27 -0.91 -0.5388
O -5.2885 -2.5647 0.3808 3.69 2.34 -2.24 0.0328
O 4.1399 -0.3896 5.3642 0.17 -0.48 -0.70 0.0864
H -7.3250 0.2992 -4.0967 0.00 0.07 -0.21 0.1421
C 3.5623 -3.3319 -1.4629 0.25 -0.49 -0.38 -0.1068
H -3.7762 -1.3493 -3.5510 -0.15 0.02 0.09 0.0843
C -3.3546 0.1378 -0.1394 1.00 1.87 0.22 -0.3010
H -0.7579 1.0973 0.1845 -0.70 -0.32 1.52 0.1167
```
Positions in Å, forces in eV/Å.



| no. | F_max (Eh/bohr) |
| --- | --- |
| 1 | 0.0105 |
| 2 | 0.0452 |
| 3 | 0.0956 |